w:
Here is C4H8N4 in the gas phase from the Open Molecules 2025 dataset. Energies are from ωB97M-V/def2-TZVPD.

Calculated values
Orbital gap (alpha / beta)   7.39 / 6.93 eV
LUMO energy (alpha / beta)   -0.399 / -0.410 eV

```
! wB97M-V def2-TZVPD RIJCOSX def2/J DEFGRID3
* xyz 0 1
C -1.07288 0.85501 -1.04662
C -1.04705 -0.55587 0.08439
C -1.85608 -0.37728 1.19575
N -0.61646 0.70939 -2.17508
H -0.00082 -0.14533 -2.25782
H -1.64477 1.67147 -0.63140
H -1.35070 -1.33649 -0.60568
H -1.54434 0.21587 2.04266
H -2.87084 -0.74193 1.15480
C 2.22715 0.47597 1.03857
N 0.41399 -0.50819 0.08584
N 0.94994 0.42066 0.92559
N 0.99819 -1.10929 -0.93419
H 1.87149 -0.60469 -1.12533
H 2.92259 -0.19167 0.53340
H 2.62059 1.22238 1.71510
*
```



x:
Here is a molecular structure, C4H8N4 from the Open Molecules 2025 dataset. Energies are from ωB97M-V/def2-TZVPD.

Calculated values
Orbital gap (alpha / beta)   6.67 / 6.68 eV
LUMO energy (alpha / beta)   -0.892 / -0.890 eV

```
! wB97M-V def2-TZVPD RIJCOSX def2/J DEFGRID3
* xyz 0 1
C -1.34094 -0.66199 1.26491
N -0.62394 -0.89915 0.00025
C -0.64748 0.24672 -1.03413
N -1.17825 0.26438 -2.11437
H -0.94950 -1.74072 -0.47375
H -0.97056 0.26365 1.70122
H -1.17976 -1.51093 1.93128
H -2.41392 -0.54999 1.08950
C 0.46455 1.29624 -0.60808
C 1.32932 -0.57449 0.10291
N 0.26080 2.03473 0.43015
N 2.10661 -1.09702 -0.69345
H 0.76641 2.91967 0.36702
H 1.82317 -1.23185 -1.66135
H 1.09192 1.58870 -1.45762
H 1.46155 -0.34796 1.15551
*
```



y:
Here is C4H8N4 in the gas phase from the Open Molecules 2025 dataset. Energies are from ωB97M-V/def2-TZVPD.

Calculated values
Orbital gap   7.88 eV
SMILES   C/C=C(/N)N(N)C#N
LUMO energy   0.565 eV

```
! wB97M-V def2-TZVPD RIJCOSX def2/J DEFGRID3
* xyz 0 1
C -1.32371 -1.65964 0.11680
N 0.99734 0.36461 0.01819
C -0.32055 0.67134 -0.12401
N 1.91092 1.18018 0.71238
N -0.71709 1.95092 0.01987
C -0.96379 -0.43887 -0.69784
C 1.21952 -0.89041 -0.57022
N 1.92665 -1.81076 -0.72408
H 2.07277 0.79093 1.64280
H 2.79524 1.15718 0.20854
H -0.01252 2.66937 0.10780
H -1.67473 2.18088 -0.17912
H -1.68471 -0.19983 -1.47530
H -2.37265 -1.65283 0.42558
H -1.16101 -2.55909 -0.48311
H -0.69169 -1.75397 1.00174
*
```



So which one is most stable? That would be y, about 223.7 kJ/mol below the next structure.



w:
Here is 3 unconnected molecules or ions with the total composition C4H8N4 from the Open Molecules 2025 dataset. Energies are from ωB97M-V/def2-TZVPD.

Calculated values
Orbital gap   9.16 eV
LUMO energy   0.623 eV

```
! wB97M-V def2-TZVPD RIJCOSX def2/J DEFGRID3
* xyz 0 1
C -1.68026 0.80735 0.09742
C -1.31289 2.10774 -0.06266
C 0.19531 -0.79089 -0.18131
C 3.27269 0.19368 0.06971
H -2.03533 -2.31816 -0.93093
H -1.93736 -2.03343 0.75135
H -2.85086 0.48216 1.24902
H -0.23374 2.45971 -1.05258
H -1.88827 2.85192 0.45754
H 0.67801 -1.86257 0.09170
H 3.39788 1.24200 -0.32973
H 4.24487 -0.48543 0.20012
N -2.00982 -1.67792 -0.09282
N -1.20426 -0.50259 -0.12848
N 1.10883 0.11929 -0.36596
N 2.25519 -0.59285 0.22763
*
```



x:
Here is C4H8N4 in the gas phase from the Open Molecules 2025 dataset. Energies are from ωB97M-V/def2-TZVPD.

Calculated values
Orbital gap   9.31 eV
SMILES   N[C@@H]1C=NN=C[C@@H]1N
LUMO energy   0.200 eV

```
! wB97M-V def2-TZVPD RIJCOSX def2/J DEFGRID3
* xyz 0 1
C 0.06371 0.65724 -0.32637
C 1.61709 0.74490 -0.59231
C 0.45416 -1.20419 0.60832
C -0.32961 -0.62156 -0.39456
H -1.09929 1.80253 1.25482
H 0.18699 1.00150 1.90676
H -0.59269 1.16796 -1.14273
H 1.87055 1.49147 -1.19099
H 0.19112 -1.92025 1.55071
H -0.12086 -1.11735 -1.42952
H -2.05889 0.32401 -0.73895
H -2.29774 -1.63313 -0.67050
N -0.06113 1.34627 1.01561
N 2.28754 -0.32005 -0.36961
N 1.74855 -1.09021 0.66691
N -1.85950 -0.62916 -0.14759
*
```



y:
Here is C4H8N4 in the gas phase from the Open Molecules 2025 dataset. Energies are from ωB97M-V/def2-TZVPD.

Calculated values
Orbital gap   9.74 eV
SMILES   [H]/N=C1/NN[C@@H]2C[C@]12N
LUMO energy   0.831 eV

```
! wB97M-V def2-TZVPD RIJCOSX def2/J DEFGRID3
* xyz 0 1
C 0.01755 -0.23705 0.41530
C -1.12653 0.72559 0.65626
C -1.18745 -0.23589 -0.43203
C 1.07302 0.17198 -0.44557
H 0.41950 -1.93367 1.06192
H 0.63323 -1.03901 2.31144
H -1.08427 1.79646 0.13376
H -1.71518 0.56825 1.64562
H -1.90532 -0.97991 -0.48299
H -0.53444 -0.54484 -2.30300
H 0.80585 1.77002 -1.54958
H 2.33110 -0.07682 0.92280
N 0.00746 -1.19196 1.50521
N -0.70058 0.29425 -1.68419
N 0.56232 0.68988 -1.61436
N 2.40375 0.22272 -0.14060
*
```



So which one is most stable? That would be y, about 187.5 kJ/mol below the next structure.



w:
Here is a molecular structure, C29H25BrF5IO2Y from the Open Molecules 2025 dataset. Energies are from ωB97M-V/def2-TZVPD.

Calculated values
Orbital gap   7.15 eV
LUMO energy   2.276 eV

```
! wB97M-V def2-TZVPD RIJCOSX def2/J DEFGRID3
* xyz -1 1
Y -0.73691 0.78992 0.72179
C -0.57582 3.50561 1.22302
C -1.48239 3.40664 0.15578
C -0.78514 2.85978 -0.95424
C 0.57536 2.68837 -0.58346
C 0.69840 3.06644 0.77892
C 1.96257 3.06739 1.58843
C 1.67699 2.30089 -1.52442
C -1.32956 2.57320 -2.32484
C -2.88497 3.93327 0.12490
C -0.87326 4.07950 2.57643
H 2.78279 2.61236 1.03503
H 1.86355 2.50237 2.52006
H 2.26654 4.08301 1.86159
H 2.58587 2.02236 -0.99017
H 1.93195 3.13092 -2.19193
H 1.39701 1.45377 -2.15083
H -0.80679 1.73232 -2.78620
H -1.22302 3.42751 -3.00250
H -2.39135 2.32042 -2.29365
H -3.38464 3.65272 -0.80353
H -2.87547 5.02781 0.16780
H -3.49868 3.56167 0.94567
H -0.24498 3.63306 3.35112
H -1.91148 3.90885 2.85707
H -0.69130 5.15976 2.60104
I 0.05217 -0.39233 3.57591
C -0.18361 -2.35901 2.90534
C 0.34100 -3.35320 3.67876
C 0.09532 -4.70087 3.33906
C -0.70086 -4.99541 2.27282
C -1.25791 -3.96671 1.47272
C -2.12859 -4.27458 0.40322
C -2.65116 -3.26959 -0.35755
C -2.27536 -1.92812 -0.12796
C -1.43970 -1.54409 0.90661
C -0.96454 -2.59769 1.74097
H 0.92686 -3.12068 4.55807
H 0.52361 -5.48730 3.94774
H -0.92690 -6.02599 2.02213
H -2.37742 -5.31275 0.21268
H -3.33722 -3.50545 -1.16437
H -2.70051 -1.18045 -0.79625
Br 5.91712 -4.54594 -1.87486
C 4.50620 -3.35519 -1.42466
C 4.59010 -2.62356 -0.25294
C 3.55781 -1.75427 0.06724
C 2.46331 -1.62265 -0.77619
C 2.39569 -2.37193 -1.94455
C 3.41924 -3.24411 -2.27729
C 1.34979 -0.68222 -0.42315
O 0.37422 -0.56078 -1.19558
O 1.42551 -0.04778 0.67321
H 5.44520 -2.73191 0.39963
H 3.58339 -1.17026 0.97763
H 1.52512 -2.25575 -2.57631
H 3.37712 -3.83263 -3.18323
F -2.33014 1.56360 2.56060
C -3.64766 1.45912 1.95191
F -3.18506 0.99290 0.63124
C -4.23110 0.20403 2.60041
F -3.38776 -0.81335 2.88479
F -4.79879 0.55533 3.77880
F -5.20603 -0.29910 1.81457
*
```



x:
Here is a molecular structure, C29H25BrF5IO2Y from the Open Molecules 2025 dataset. Energies are from ωB97M-V/def2-TZVPD.

Calculated values
Orbital gap   7.29 eV
LUMO energy   2.287 eV

```
! wB97M-V def2-TZVPD RIJCOSX def2/J DEFGRID3
* xyz -1 1
Y -1.11521 0.00519 0.52034
C -0.35937 0.77562 2.98088
C -1.62470 1.38165 2.76867
C -1.48550 2.33194 1.73045
C -0.12962 2.33343 1.31560
C 0.57066 1.37114 2.08968
C 2.04394 1.08529 2.07842
C 0.44108 3.27421 0.29323
C -2.54527 3.24688 1.18641
C -2.81580 1.19370 3.66371
C -0.02936 -0.19458 4.07581
H 2.54224 1.56665 2.92657
H 2.52063 1.44984 1.16808
H 2.23986 0.01315 2.13933
H 0.38264 4.31047 0.64220
H -0.10447 3.22387 -0.65372
H 1.48917 3.05398 0.09268
H -2.40414 4.27185 1.54558
H -3.54178 2.92399 1.48876
H -2.52121 3.26671 0.09554
H -2.68860 1.77563 4.58366
H -2.95101 0.15116 3.94684
H -3.73848 1.52470 3.19204
H 0.18964 0.32859 5.01343
H 0.84081 -0.80029 3.82072
H -0.85964 -0.87564 4.27256
I 1.46922 0.33324 -1.60567
C 2.37747 -1.44337 -0.92903
C 3.53816 -1.81554 -1.54306
C 4.19112 -2.99689 -1.13322
C 3.65598 -3.75377 -0.13343
C 2.45040 -3.37237 0.50599
C 1.90118 -4.17442 1.53698
C 0.73714 -3.80808 2.14183
C 0.08247 -2.61539 1.74921
C 0.55407 -1.77576 0.76237
C 1.76688 -2.18120 0.12173
H 3.95690 -1.21438 -2.33861
H 5.11204 -3.29155 -1.62091
H 4.14556 -4.66621 0.18917
H 2.42525 -5.08057 1.82123
H 0.30629 -4.42368 2.92374
H -0.84524 -2.38219 2.27188
Br -4.39906 1.02803 -7.67088
C -3.68093 0.79729 -5.92637
C -3.42670 -0.48454 -5.46740
C -2.89996 -0.64551 -4.19540
C -2.63653 0.46345 -3.40210
C -2.90312 1.74005 -3.87890
C -3.42764 1.91587 -5.15004
C -2.06236 0.27172 -2.03546
O -1.77428 -0.87520 -1.63394
O -1.86427 1.29320 -1.30058
H -3.63891 -1.33884 -6.09486
H -2.68704 -1.62777 -3.79544
H -2.69545 2.58735 -3.23935
H -3.63898 2.90476 -5.53237
F -3.16751 -1.64749 2.41000
C -3.29410 -1.33057 1.03698
F -3.33309 -2.58661 0.42329
C -4.71551 -0.81798 0.86478
F -5.67983 -1.62583 1.35670
F -4.88626 0.38195 1.46070
F -4.97866 -0.64620 -0.44502
*
```



So which one is most stable? That would be x, about 129.0 kJ/mol below the next structure.



w:
Here is C2H3N3O in the gas phase from the Open Molecules 2025 dataset. Energies are from ωB97M-V/def2-TZVPD.

Calculated values
Orbital gap   9.67 eV
LUMO energy   0.539 eV

```
! wB97M-V def2-TZVPD RIJCOSX def2/J DEFGRID3
* xyz 0 1
N -1.51552 -0.32885 -0.43093
C -0.30973 -0.42552 0.24091
C 0.67385 0.58286 -0.16989
N 1.89566 0.36895 0.23652
N 2.93126 0.11904 0.61017
O -0.06230 -1.30717 1.04243
H -2.18802 -1.01590 -0.11550
H -1.89614 0.60176 -0.53880
H 0.50849 1.39958 -0.85828
*
```



x:
Here is C2H3N3O in the gas phase from the Open Molecules 2025 dataset. Energies are from ωB97M-V/def2-TZVPD.

Calculated values
Orbital gap   10.48 eV
SMILES   On1ccnn1
LUMO energy   0.699 eV

```
! wB97M-V def2-TZVPD RIJCOSX def2/J DEFGRID3
* xyz 0 1
C 0.16340 0.85725 0.07071
C 1.44555 0.28546 -0.06144
H -2.30875 -1.03610 0.31056
H -0.30345 1.80223 -0.05218
H 2.38513 0.73042 -0.09206
N -0.64897 -0.15743 0.00843
N 1.26358 -1.01529 -0.06999
N 0.03515 -1.32996 0.01500
O -2.03164 -0.13658 -0.12901
*
```



So which one is most stable? That would be w, about 205.1 kJ/mol below the next structure.



w:
Here is 2 unconnected molecules or ions with the total composition C2H3N3O from the Open Molecules 2025 dataset. Energies are from ωB97M-V/def2-TZVPD.

Calculated values
Orbital gap (alpha / beta)   8.58 / 8.52 eV
LUMO energy (alpha / beta)   0.234 / 0.262 eV

```
! wB97M-V def2-TZVPD RIJCOSX def2/J DEFGRID3
* xyz 0 1
C 2.41927 -0.91058 -0.26127
C -1.17246 0.43277 -0.01406
N -0.12351 0.83691 0.24008
N 3.04472 0.99032 0.88477
N -2.50223 0.13139 -0.21388
O 2.56186 0.10927 0.33624
H 1.63862 -1.59696 -0.40560
H -3.21842 0.71844 0.16023
H -2.64785 -0.71156 -0.72651
*
```



x:
Here is 2 unconnected molecules or ions with the total composition C2H3N3O from the Open Molecules 2025 dataset. Energies are from ωB97M-V/def2-TZVPD.

Calculated values
Orbital gap (alpha / beta)   9.07 / 9.13 eV
LUMO energy (alpha / beta)   -1.219 / -0.744 eV

```
! wB97M-V def2-TZVPD RIJCOSX def2/J DEFGRID3
* xyz 0 1
C 0.61741 -0.27557 0.70210
C -0.36273 0.93669 -0.79589
N -0.50239 -0.16508 0.13505
N 1.68645 0.48801 0.35162
N 1.17177 1.25804 -0.55474
O 1.58598 2.19600 -1.16775
H 0.66490 -1.51748 3.49045
H -0.69126 0.80116 -1.85447
H -1.03146 1.84692 -0.52888
*
```



y:
Here is C2H3N3O in the gas phase from the Open Molecules 2025 dataset. Energies are from ωB97M-V/def2-TZVPD.

Calculated values
Orbital gap   10.32 eV
SMILES   Oc1ncn[nH]1
LUMO energy   0.432 eV

```
! wB97M-V def2-TZVPD RIJCOSX def2/J DEFGRID3
* xyz 0 1
O -1.80824 -0.88037 0.05749
C -0.54573 -0.44772 -0.00841
N 0.51541 -1.16404 -0.20818
C 1.49435 -0.19373 -0.22883
N 1.10174 1.03495 -0.04752
N -0.26776 0.88976 0.08644
H -2.38735 -0.14104 -0.18188
H 2.53847 -0.43084 -0.38141
H -0.64089 1.33302 0.91229
*
```



z:
Here is C2H3N3O in the gas phase from the Open Molecules 2025 dataset. Energies are from ωB97M-V/def2-TZVPD.

Calculated values
Orbital gap (alpha / beta)   7.03 / 7.72 eV
SMILES   [H]/N=C(\N=C)N=O
LUMO energy (alpha / beta)   -1.617 / -1.393 eV

```
! wB97M-V def2-TZVPD RIJCOSX def2/J DEFGRID3
* xyz 0 1
C -0.89658 0.53388 0.07538
C 1.40224 -0.65972 -0.02722
N -1.67786 -0.55839 -0.01344
N 0.48063 -0.07196 -0.62994
N -1.08800 1.68847 0.48853
O -1.60983 -1.44676 -0.85814
H -0.30751 2.33672 0.47383
H 1.30731 -1.62293 0.47876
H 2.38961 -0.19931 0.01223
*
```



So which one is most stable? That would be y, about 572.0 kJ/mol below the next structure.



w:
Here is C2H3N3O in the gas phase from the Open Molecules 2025 dataset. Energies are from ωB97M-V/def2-TZVPD.

Calculated values
Orbital gap   10.71 eV
SMILES   Oc1nc[nH]n1
LUMO energy   0.793 eV

```
! wB97M-V def2-TZVPD RIJCOSX def2/J DEFGRID3
* xyz 0 1
O 2.09793 -0.28487 -0.14450
C 0.77459 -0.14957 -0.13911
N 0.20048 1.01380 -0.10480
N -1.19220 0.71255 -0.00846
C -1.23723 -0.67468 -0.05956
N -0.06040 -1.22304 -0.20062
H 2.47489 0.60825 -0.13685
H -0.89133 1.23876 0.86134
H -2.16673 -1.24119 -0.06744
*
```



x:
Here is C2H3N3O in the gas phase from the Open Molecules 2025 dataset. Energies are from ωB97M-V/def2-TZVPD.

Calculated values
Orbital gap   10.34 eV
SMILES   Oc1cn[nH]n1
LUMO energy   0.920 eV

```
! wB97M-V def2-TZVPD RIJCOSX def2/J DEFGRID3
* xyz 0 1
O 0.77578 1.35259 1.26319
C 0.23696 0.48162 0.39041
N -0.76790 0.72059 -0.43499
N -0.88982 -0.44559 -1.08427
N -0.08352 -1.41385 -0.70037
C 0.66988 -0.84800 0.22819
H 0.31035 2.19839 1.23206
H -1.71045 -0.66948 -1.62469
H 1.45982 -1.38123 0.73157
*
```



So which one is most stable? That would be x, about 92.4 kJ/mol below the next structure.